Formula: H16O8
Source: OMol25
Level of theory: wB97M-V/def2-TZVPD

Computed properties:
**Charge**: 0
**HOMO**: -9.666 eV
**Relative energy (zero: lowest compared OMol25 entry of this formula, charge and spin)**: 5.499 eV
**Orbital gap**: 9.4499 eV

Last column: natural (NBO) charge in e.
Positions of all 24 atoms, in Å:
O1 -0.66 -1.05 -0.01  -0.79
H1 0.04 -1.57 -0.02  0.54
H2 -0.32 -0.26 0.48  0.56
H3 -1.04 -0.76 -0.87  0.55
O2 0.25 1.18 1.17  -1.25
H4 1.32 1.33 1.24  0.46
O3 1.23 -2.16 1.38  -0.96
H5 2.10 -1.87 1.07  0.47
H6 1.22 -1.84 2.21  0.50
O4 0.78 1.61 -1.37  -0.99
H7 0.53 1.36 -0.50  0.49
H8 1.69 1.80 -1.29  0.46
O5 -1.55 -0.76 -2.67  -0.92
H9 -2.44 -0.69 -2.60  0.48
H10 -1.33 -0.09 -3.17  0.48
O6 1.42 -1.38 -2.54  -0.90
H11 1.18 -0.64 -2.78  0.44
H12 0.77 -1.88 -3.11  0.46
O7 0.22 -0.27 3.34  -1.03
H13 -0.71 -0.55 3.52  0.46
H14 0.19 0.35 2.52  0.51
O8 -1.54 3.10 1.26  -0.94
H15 -0.97 2.43 1.34  0.48
H16 -2.38 2.62 1.36  0.44



Formula: C33H35CrN9O2S
Source: OMol25
Level of theory: wB97M-V/def2-TZVPD

Computed properties:
**Charge**: 0
**HOMO (spin up / spin down)**: -5.031 / -7.941 eV
**Relative energy (zero: lowest compared OMol25 entry of this formula, charge and spin)**: 0.440 eV
**Orbital gap (spin up / spin down)**: 5.1278 / 7.7678 eV
**Expectation value of S²**: 6.05
**2S+1**: 5

Last column: Mulliken spin population.
Positions of all 81 atoms, in Å:
Cr1 0.60 0.34 0.36  3.23
C1 4.49 -1.17 -0.89  0.00
C2 5.37 -0.25 -0.33  0.01
C3 4.87 0.87 0.30  0.00
C4 3.49 1.07 0.37  0.02
N1 2.65 0.19 -0.21  -0.09
C5 3.14 -0.91 -0.80  0.07
C6 2.82 2.19 1.03  -0.06
C7 3.51 3.38 1.34  -0.01
C8 2.80 4.48 1.75  0.02
C9 1.41 4.41 1.84  -0.02
C10 0.75 3.22 1.57  0.05
C11 1.44 2.05 1.21  -0.12
H1 4.84 -2.07 -1.38  0.00
H2 6.44 -0.42 -0.38  0.00
H3 5.54 1.57 0.78  0.00
H4 2.40 -1.59 -1.20  -0.02
H5 4.58 3.44 1.23  0.00
H6 3.31 5.41 1.99  0.00
H7 0.83 5.28 2.12  0.00
H8 -0.33 3.18 1.66  0.01
N2 2.54 -0.33 3.01  0.01
C12 1.89 -1.44 2.58  -0.02
N3 2.12 -2.58 3.23  0.09
C13 1.40 -3.63 2.80  0.02
N4 1.51 -4.76 3.53  0.01
N5 0.61 -3.66 1.74  0.07
C14 0.51 -2.50 1.07  0.23
N6 1.09 -1.33 1.52  -0.01
C15 -0.15 -2.45 -0.18  0.12
C16 -0.82 -3.57 -0.72  0.11
C17 -1.36 -3.50 -1.97  0.05
C18 -1.23 -2.30 -2.71  0.18
C19 -0.60 -1.23 -2.12  -0.06
N7 -0.08 -1.26 -0.88  0.14
H9 2.95 -0.46 3.92  0.00
H10 1.99 0.52 2.90  0.00
H11 2.25 -4.81 4.21  0.00
H12 1.15 -5.61 3.14  0.00
H13 -0.88 -4.47 -0.12  0.02
H14 -1.88 -4.35 -2.40  0.00
H15 -1.63 -2.20 -3.71  0.01
H16 -0.52 -0.29 -2.64  0.02
C20 -0.76 4.32 -3.31  0.00
N8 0.48 3.60 -3.17  0.00
C21 1.66 3.93 -3.96  0.00
C22 2.71 2.92 -3.46  0.00
N9 1.95 2.12 -2.52  0.00
C23 0.70 2.57 -2.33  0.01
S1 -0.43 1.98 -1.24  -0.04
H17 -1.35 3.93 -4.15  0.00
H18 -0.54 5.37 -3.48  0.00
H19 -1.34 4.22 -2.40  0.00
H20 1.96 4.96 -3.77  0.00
H21 1.46 3.82 -5.02  0.00
H22 3.56 3.41 -2.97  0.00
H23 3.10 2.30 -4.27  0.00
H24 2.36 1.49 -1.84  0.00
C24 -6.53 0.21 4.88  0.00
C25 -5.14 0.30 4.32  0.00
C26 -4.66 -0.66 3.44  0.00
C27 -3.39 -0.57 2.87  0.00
C28 -2.95 -1.70 1.97  -0.01
C29 -2.56 0.50 3.23  0.01
C30 -3.02 1.47 4.13  0.00
C31 -2.18 2.66 4.53  0.00
C32 -4.31 1.36 4.65  0.00
C33 -1.15 0.62 2.69  0.00
O1 -1.05 0.49 1.42  -0.07
O2 -0.22 0.84 3.46  0.01
H25 -6.93 -0.80 4.79  0.00
H26 -7.21 0.88 4.35  0.00
H27 -6.55 0.49 5.93  0.00
H28 -5.29 -1.50 3.17  0.00
H29 -3.80 -2.06 1.39  0.00
H30 -2.58 -2.54 2.56  0.00
H31 -2.17 -1.40 1.28  0.02
H32 -1.35 2.35 5.16  0.00
H33 -2.79 3.37 5.08  0.00
H34 -1.75 3.16 3.67  0.00
H35 -4.66 2.12 5.33  0.00



Formula: C37H45NO15PS2
Source: OMol25
Level of theory: wB97M-V/def2-TZVPD

Computed properties:
**Charge**: -1
**HOMO**: -6.246 eV
**Orbital gap**: 5.8902 eV

Last column: Löwdin charge in e.
Positions of all 101 atoms, in Å:
C1 1.68 2.03 -6.20  -0.11
C2 2.68 0.86 -6.23  -0.25
C3 2.21 -0.37 -7.04  -0.22
C4 1.84 -1.59 -6.19  -0.22
C5 0.93 -1.26 -4.99  -0.20
C6 1.62 -1.26 -3.61  -0.20
C7 0.99 -2.20 -2.56  -0.21
C8 0.69 -1.47 -1.24  -0.21
C9 -0.62 -0.69 -1.31  -0.20
C10 -0.90 0.26 -0.14  -0.20
C11 0.33 1.00 0.39  -0.23
C12 1.07 0.23 1.49  -0.24
S1 1.34 1.14 3.03  0.52
O1 0.59 2.37 2.95  -0.34
O2 0.98 0.22 4.09  -0.35
N1 2.93 1.34 3.16  -0.33
S2 3.73 2.14 2.08  0.45
O3 4.96 1.45 1.75  -0.34
O4 2.95 2.63 0.95  -0.35
C13 4.34 3.67 2.82  -0.28
P1 3.12 4.81 3.48  0.40
O5 2.53 4.48 4.79  -0.27
O6 2.04 5.05 2.35  -0.12
O7 3.99 6.17 3.51  -0.15
H1 1.03 1.98 -5.33  0.06
H2 2.20 2.99 -6.15  0.06
H3 1.06 2.04 -7.09  0.06
H4 3.61 1.23 -6.65  0.10
H5 2.89 0.55 -5.20  0.09
H6 3.00 -0.64 -7.75  0.10
H7 1.33 -0.09 -7.63  0.10
H8 2.74 -2.11 -5.86  0.10
H9 1.31 -2.29 -6.84  0.09
H10 0.10 -1.96 -4.97  0.09
H11 0.49 -0.27 -5.16  0.09
H12 2.67 -1.52 -3.73  0.11
H13 1.57 -0.25 -3.20  0.10
H14 1.64 -3.04 -2.35  0.09
H15 0.04 -2.59 -2.94  0.10
H16 1.54 -0.82 -1.01  0.10
H17 0.63 -2.19 -0.42  0.11
H18 -1.41 -1.44 -1.36  0.08
H19 -0.67 -0.14 -2.26  0.11
H20 -1.39 -0.26 0.69  0.09
H21 -1.62 1.01 -0.48  0.11
H22 1.03 1.19 -0.43  0.10
H23 0.04 1.99 0.76  0.10
H24 2.05 -0.09 1.15  0.09
H25 0.51 -0.66 1.79  0.09
H26 5.10 3.47 3.58  0.09
H27 4.80 4.14 1.95  0.08
H28 2.31 4.71 1.48  0.07
H29 3.41 6.94 3.39  0.07
C14 -3.26 -3.90 1.35  0.03
C15 -3.93 -5.01 1.63  0.02
C16 -5.16 -5.38 0.87  -0.39
O8 -5.77 -6.40 1.14  0.09
C17 -5.61 -4.46 -0.20  0.02
C18 -4.93 -3.35 -0.49  0.01
C19 -3.71 -2.98 0.26  -0.37
O9 -3.11 -1.96 0.03  0.09
H30 -2.37 -3.60 1.88  0.13
H31 -3.63 -5.70 2.41  0.12
H32 -6.52 -4.75 -0.72  0.12
H33 -5.25 -2.66 -1.26  0.12
C20 -6.72 -0.79 4.12  0.02
C21 -6.99 -1.07 2.85  0.02
C22 -6.01 -0.78 1.78  -0.37
O10 -6.24 -1.05 0.62  0.09
C23 -4.71 -0.17 2.18  0.02
C24 -4.44 0.11 3.45  0.04
C25 -5.43 -0.18 4.53  -0.38
O11 -5.20 0.08 5.69  0.11
H34 -7.42 -0.99 4.93  0.12
H35 -7.92 -1.53 2.53  0.12
H36 -4.01 0.03 1.38  0.11
H37 -3.51 0.56 3.77  0.13
C26 1.37 9.25 7.18  0.01
C27 0.61 8.89 8.22  0.01
C28 0.47 7.46 8.60  -0.39
O12 -0.22 7.14 9.54  0.09
C29 1.20 6.46 7.79  0.03
C30 1.97 6.81 6.76  0.03
C31 2.10 8.24 6.37  -0.37
O13 2.77 8.59 5.43  0.09
H38 1.48 10.28 6.88  0.12
H39 0.07 9.60 8.82  0.12
H40 1.08 5.42 8.08  0.13
H41 2.49 6.08 6.16  0.08
C32 2.21 -7.82 -4.29  0.02
C33 2.56 -6.57 -4.00  0.03
C34 1.92 -5.42 -4.68  -0.36
O14 2.24 -4.28 -4.42  0.11
C35 0.87 -5.71 -5.69  0.03
C36 0.52 -6.96 -5.97  0.02
C37 1.16 -8.11 -5.30  -0.39
O15 0.84 -9.25 -5.56  0.10
H42 2.66 -8.68 -3.81  0.12
H43 3.32 -6.33 -3.27  0.12
H44 0.41 -4.85 -6.16  0.12
H45 -0.25 -7.20 -6.71  0.12



Formula: C56H69GeIMoN3OP
Source: OMol25
Level of theory: wB97M-V/def2-TZVPD

Computed properties:
**Charge**: +1
**HOMO (spin up / spin down)**: -10.110 / -9.967 eV
**Relative energy (zero: lowest compared OMol25 entry of this formula, charge and spin)**: 0.000 eV
**Orbital gap (spin up / spin down)**: 6.3603 / 6.7968 eV
**Expectation value of S²**: 0.91
**2S+1**: 2

Last column: Mulliken spin population.
Positions of all 133 atoms, in Å:
Mo1 -0.19 -0.22 0.00  1.35
C1 -0.49 1.77 0.92  0.04
C2 -1.39 0.98 1.75  -0.13
C3 -1.16 0.68 3.11  -0.01
C4 -1.99 -0.17 3.79  0.01
C5 -3.06 -0.81 3.13  -0.02
C6 -3.30 -0.55 1.80  0.04
C7 -2.47 0.35 1.11  -0.01
H1 0.44 2.05 1.40  0.00
H2 -0.92 2.59 0.38  0.02
H3 -0.34 1.17 3.62  0.00
H4 -1.82 -0.37 4.84  0.00
H5 -3.69 -1.49 3.67  0.00
H6 -4.12 -1.02 1.28  0.00
H7 -2.76 0.68 0.12  -0.03
I1 -0.49 -2.65 1.26  0.01
O1 1.63 -0.17 1.18  -0.04
P1 2.93 -0.21 1.99  0.01
C8 3.91 1.30 1.67  0.00
C9 3.07 2.55 1.42  -0.01
C10 3.99 3.71 1.05  0.00
C11 5.00 4.04 2.18  0.00
C12 4.96 3.00 3.29  0.00
C13 5.04 1.58 2.72  0.00
C14 2.62 -0.39 3.77  0.00
C15 1.56 -1.45 4.10  0.00
C16 1.63 -1.81 5.59  0.00
C17 2.03 -0.61 6.45  0.00
C18 1.53 0.68 5.82  0.00
C19 2.25 0.94 4.48  0.00
C20 4.00 -1.57 1.38  0.00
C21 3.49 -3.00 1.62  -0.02
C22 3.96 -3.61 2.95  0.00
C23 5.47 -3.52 3.11  0.00
C24 5.94 -2.07 3.00  0.00
C25 5.51 -1.48 1.66  0.00
H8 4.39 1.05 0.71  0.00
H9 2.47 2.81 2.30  0.00
H10 2.37 2.37 0.61  0.03
H11 3.39 4.59 0.80  0.00
H12 4.53 3.44 0.14  0.00
H13 4.78 5.03 2.60  0.00
H14 6.01 4.10 1.77  0.00
H15 4.05 3.12 3.88  0.00
H16 5.80 3.15 3.98  0.00
H17 5.04 0.85 3.52  0.00
H18 6.01 1.48 2.22  0.00
H19 3.58 -0.74 4.17  0.00
H20 1.66 -2.34 3.48  0.00
H21 0.58 -1.05 3.84  0.00
H22 2.33 -2.64 5.74  0.00
H23 0.65 -2.18 5.90  0.00
H24 3.12 -0.56 6.55  0.00
H25 1.64 -0.72 7.46  0.00
H26 1.67 1.53 6.48  0.00
H27 0.45 0.59 5.66  0.00
H28 3.16 1.51 4.67  0.00
H29 1.62 1.55 3.83  0.00
H30 3.88 -1.35 0.31  0.00
H31 3.89 -3.62 0.81  0.00
H32 2.40 -3.05 1.54  0.01
H33 3.63 -4.65 3.00  0.00
H34 3.49 -3.09 3.79  0.00
H35 5.97 -4.12 2.34  0.00
H36 5.77 -3.95 4.08  0.00
H37 7.02 -2.01 3.09  0.00
H38 5.53 -1.49 3.84  0.00
H39 5.99 -2.07 0.88  0.00
H40 5.89 -0.47 1.55  0.00
N1 2.49 -1.25 -1.42  0.02
N2 1.34 -0.41 -1.63  -0.02
H41 2.86 -1.51 -2.33  0.00
H42 2.15 -2.10 -0.98  0.01
H43 0.77 -0.76 -2.41  0.00
H44 1.68 0.50 -1.92  0.01
N3 -1.34 -1.20 -1.23  -0.28
C26 -2.02 -2.08 -1.83  0.03
C27 -1.36 -3.04 -2.77  0.00
C28 -2.02 -3.46 -3.93  0.01
C29 -1.38 -4.30 -4.83  0.00
C30 -0.10 -4.75 -4.58  0.01
C31 0.55 -4.36 -3.41  0.00
C32 -0.08 -3.51 -2.52  0.03
C33 -3.49 -2.22 -1.61  -0.01
C34 -4.30 -1.10 -1.49  0.01
C35 -5.66 -1.22 -1.26  0.00
C36 -6.22 -2.49 -1.11  0.01
C37 -5.41 -3.62 -1.22  0.00
C38 -4.06 -3.49 -1.48  0.00
H45 -3.03 -3.11 -4.13  0.00
H46 -1.90 -4.60 -5.74  0.00
H47 0.40 -5.41 -5.28  0.00
H48 1.54 -4.74 -3.19  0.00
H49 0.39 -3.25 -1.58  0.00
H50 -3.86 -0.11 -1.61  0.00
H51 -6.27 -0.34 -1.19  0.00
H52 -7.28 -2.59 -0.92  0.00
H53 -5.85 -4.60 -1.11  0.00
H54 -3.44 -4.37 -1.57  0.00
C39 0.07 0.03 -6.38  0.00
C40 0.85 1.00 -5.77  0.00
C41 0.55 1.42 -4.48  -0.01
C42 -0.51 0.87 -3.76  -0.01
C43 -1.28 -0.11 -4.39  -0.01
C44 -1.00 -0.52 -5.69  0.01
Ge1 -0.88 1.56 -1.94  0.01
C45 0.26 3.19 -1.85  -0.01
C46 1.66 3.21 -1.77  0.03
C47 2.38 4.39 -1.85  0.00
C48 1.72 5.60 -1.99  0.00
C49 0.34 5.61 -2.07  0.00
C50 -0.38 4.42 -2.01  0.00
C51 -2.73 2.24 -1.93  0.00
C52 -3.29 2.97 -0.87  0.00
C53 -4.60 3.41 -0.92  0.00
C54 -5.39 3.14 -2.03  0.00
C55 -4.85 2.44 -3.09  0.00
C56 -3.54 1.99 -3.04  -0.01
H55 0.29 -0.30 -7.39  0.00
H56 1.68 1.45 -6.31  0.00
H57 1.16 2.21 -4.05  0.00
H58 -2.12 -0.56 -3.88  -0.01
H59 -1.61 -1.28 -6.16  0.00
H60 2.24 2.30 -1.65  0.00
H61 3.46 4.36 -1.81  0.00
H62 2.28 6.52 -2.06  0.00
H63 -0.19 6.55 -2.19  0.00
H64 -1.45 4.47 -2.11  0.00
H65 -2.71 3.22 0.01  0.00
H66 -5.01 3.98 -0.09  0.00
H67 -6.42 3.48 -2.06  0.00
H68 -5.45 2.23 -3.97  0.00
H69 -3.14 1.47 -3.89  0.00



Formula: C2H9N4
Source: OMol25
Level of theory: wB97M-V/def2-TZVPD

Computed properties:
**Charge**: +1
**HOMO**: -14.305 eV
**Relative energy (zero: lowest compared OMol25 entry of this formula, charge and spin)**: 3.671 eV
**SMILES**: C[N@@H+](N)/N=C/N
**Orbital gap**: 11.2182 eV

Last column: natural (NBO) charge in e.
Positions of all 15 atoms, in Å:
C1 1.49 0.02 -0.25  0.31
C2 -1.41 -1.14 0.12  -0.39
N1 0.44 0.30 0.38  -0.41
N2 2.69 -0.10 0.22  -0.74
N3 -1.65 1.26 0.20  -0.65
N4 -0.78 0.22 -0.25  -0.06
H1 1.26 -0.24 -1.26  0.15
H2 -1.30 -1.26 1.24  0.26
H3 -2.46 -0.99 -0.21  0.25
H4 -0.80 -1.77 -0.60  0.22
H5 3.46 -0.35 -0.34  0.43
H6 2.92 0.34 1.17  0.43
H7 -1.35 1.50 1.22  0.42
H8 -1.82 1.97 -0.39  0.39
H9 -0.69 0.24 -1.26  0.40



Formula: C13H22N4NiPS
Source: OMol25
Level of theory: wB97M-V/def2-TZVPD

Computed properties:
**Charge**: +1
**HOMO**: -11.401 eV
**Orbital gap**: 7.5136 eV

Last column: natural (NBO) charge in e.
Positions of all 42 atoms, in Å:
Ni1 -0.01 0.20 0.55  0.67
N1 -0.59 3.91 -1.32  -0.75
C1 -0.64 2.71 -0.73  0.32
S1 0.89 1.93 -0.36  -0.23
N2 -1.81 2.20 -0.46  -0.41
N3 -1.68 0.98 0.12  -0.25
C2 -2.71 0.35 0.53  0.04
C3 -2.45 -0.97 1.07  0.17
C4 -3.45 -1.85 1.46  -0.21
C5 -3.10 -3.12 1.88  -0.12
C6 -1.76 -3.49 1.87  -0.25
C7 -0.82 -2.55 1.49  0.08
N4 -1.14 -1.31 1.12  -0.50
H1 0.28 4.33 -1.56  0.42
H2 -1.46 4.37 -1.57  0.42
H3 -3.71 0.77 0.42  0.23
H4 -4.48 -1.54 1.42  0.24
H5 -3.86 -3.83 2.18  0.24
H6 -1.45 -4.48 2.16  0.25
H7 0.23 -2.80 1.47  0.21
C8 3.11 1.95 2.42  -0.62
C9 3.27 0.71 1.54  -0.72
P1 1.87 -0.46 1.49  1.01
C10 1.52 -0.87 3.24  -0.73
C11 0.56 0.11 3.93  -0.61
C12 2.67 -1.94 0.73  -0.72
C13 3.33 -2.90 1.71  -0.61
H8 3.98 2.59 2.30  0.23
H9 3.05 1.68 3.47  0.21
H10 2.22 2.52 2.15  0.23
H11 4.14 0.13 1.86  0.23
H12 3.46 1.00 0.50  0.25
H13 2.47 -0.93 3.77  0.24
H14 1.09 -1.87 3.26  0.23
H15 1.03 1.07 4.15  0.22
H16 0.22 -0.31 4.88  0.23
H17 -0.32 0.31 3.31  0.21
H18 3.41 -1.53 0.04  0.25
H19 1.94 -2.45 0.11  0.24
H20 4.06 -2.40 2.35  0.21
H21 3.87 -3.67 1.16  0.24
H22 2.61 -3.40 2.35  0.21



We obtain E_tot values of -16636.5112 -91556.7029 -102260.6225 -141468.1137 -8171.1558 -80961.7716 eV for the records listed above, in that order.